45
Properties=species:S:1:pos:R:3:lowdin_charge:R:1 method="wB97M-V/def2-TZVPD" largest_force_ev_per_a=3.15 spin_multiplicity=3 total_charge=+2 energy_ha=-1424.7715 orbital_gap_ev="5.632 / 6.573"
H -3.28 -1.36 3.65 0.03
C -1.74 -1.80 -4.21 0.05
C 0.90 1.99 0.42 -0.10
N -1.39 -1.05 -1.96 -0.12
H 3.68 -3.98 -1.77 0.14
H -2.85 0.15 -1.06 0.14
H -3.13 -0.01 4.78 0.07
H 2.88 3.89 3.26 0.06
C 2.86 4.16 -0.02 -0.17
C 1.03 -3.20 -3.77 0.06
C 2.75 -3.52 -2.10 0.01
C -1.50 -1.44 4.90 -0.23
C -2.59 -0.38 -1.97 -0.04
Si 1.56 3.54 1.17 0.42
H -0.40 4.96 0.66 0.04
C -0.94 -1.75 -3.07 -0.16
C 0.48 0.89 0.01 -0.28
H 2.78 -4.43 -4.07 0.15
N 0.91 -2.10 -1.63 -0.12
C -2.96 -1.08 4.66 -0.17
H -3.61 -1.59 5.37 0.07
I -0.90 -2.45 1.56 0.53
C -2.95 -1.11 -4.24 0.04
H 2.41 4.32 -1.01 0.04
H 0.60 5.71 1.93 0.05
H 2.43 -2.41 -0.23 0.13
H -0.86 -1.06 4.10 -0.02
H -1.14 -1.00 5.84 0.07
C 2.24 -3.78 -3.38 0.03
C 0.20 4.76 1.55 -0.17
H -1.36 -2.52 4.96 0.06
H -4.30 0.15 -3.12 0.14
H 0.56 -3.38 -4.74 0.14
H -1.38 -2.38 -5.06 0.13
H -3.58 -1.12 -5.14 0.14
H 3.13 2.27 2.58 0.04
C 0.36 -2.37 -2.87 -0.16
C 2.38 3.05 2.77 -0.17
H 1.64 2.63 3.46 0.04
H -0.47 4.35 2.31 0.04
C -3.36 -0.40 -3.11 0.01
H 3.34 5.09 0.31 0.05
H 3.63 3.39 -0.13 0.04
W -0.17 -0.96 -0.37 1.01
C 2.10 -2.66 -1.23 -0.04